Record 1
This record from OMol25 describes a structure of composition C15H36BrN2OTi at a distorted geometry. The level of theory is ωB97M-V/def2-TZVPD.

Calculated values
Total charge: +2
Orbital gap (spin up / spin down), eV: 4.6 / 4.9
Energy relative to the best compared isomer or geometry (same formula, charge and spin), kJ/mol: 287.2
E_LUMO (spin up / spin down), hartree: -0.2227 / -0.2093
HOMO level (spin up / spin down), eV: -10.62 / -10.63
Largest force on an atom, eV/A: 3.12
2S+1: 4
<S²>: 3.753

Last column: Löwdin spin population.
Atoms and positions in Å:
Ti -14.97978 -4.36536 -9.22644  3.007
Br -12.78166 -7.78856 -11.71933  -0.007
C -10.74793 -13.66668 -13.79425  0.000
C -9.31757 -13.15869 -13.97680  0.000
C -9.12777 -12.49931 -15.40662  0.000
O -7.77798 -12.01172 -15.41616  0.000
C -7.66563 -10.93981 -16.47896  0.000
N -9.06722 -12.22029 -12.82868  0.000
H -9.76088 -11.49554 -12.71176  0.000
H -8.86227 -12.53849 -11.89228  0.000
H -8.21869 -11.78314 -13.15885  0.000
H -11.55354 -12.94666 -13.93796  0.000
H -10.79786 -14.08738 -12.78995  0.000
H -10.99690 -14.45154 -14.50847  0.000
H -8.60524 -13.98286 -13.93930  0.000
H -9.74384 -11.65398 -15.71319  0.000
H -9.34940 -13.30841 -16.10257  0.000
H -6.65814 -10.53628 -16.37787  0.000
H -8.39776 -10.13326 -16.51859  0.000
H -7.70119 -11.31076 -17.50328  0.000
C -4.30282 -4.09618 -12.74558  0.000
C -5.16964 -3.18268 -11.79824  0.000
C -5.98384 -3.66210 -10.63799  0.000
C -6.44436 -2.65188 -9.48257  0.000
N -6.49968 -3.43236 -8.14156  0.000
C -6.73266 -2.26288 -7.12918  0.000
C -5.36279 -1.99931 -6.62685  0.000
C -4.82858 -3.34419 -6.41930  0.000
C -5.15481 -4.04365 -7.71639  0.000
C -7.55060 -4.53383 -8.26121  0.000
C -7.98573 -5.14549 -6.88439  0.000
C -8.45136 -6.67387 -6.99374  0.000
H -4.92068 -4.65405 -13.44924  0.000
H -3.84109 -4.89049 -12.15908  0.000
H -3.52017 -3.53595 -13.25715  0.000
H -5.81568 -2.46130 -12.29859  0.000
H -4.43485 -2.46720 -11.42908  0.000
H -5.65120 -4.60698 -10.20829  0.000
H -6.95595 -4.07904 -10.90118  0.000
H -7.45773 -2.30420 -9.68330  0.000
H -5.87696 -1.72197 -9.44486  0.000
H -7.36714 -2.83930 -6.45592  0.000
H -7.17927 -1.28441 -7.30592  0.000
H -5.40487 -1.50318 -5.65722  0.000
H -4.73139 -1.36843 -7.25249  0.000
H -5.03225 -3.90773 -5.50878  0.000
H -3.75984 -3.14232 -6.49097  0.000
H -5.21597 -5.12267 -7.57467  0.000
H -4.35120 -3.79121 -8.40818  0.000
H -7.14255 -5.32875 -8.88547  0.000
H -8.41122 -3.97373 -8.62687  0.000
H -8.90935 -4.59248 -6.71345  0.000
H -7.48261 -4.86977 -5.95759  0.000
H -9.21032 -6.76345 -7.77095  0.000
H -8.72835 -7.09918 -6.02913  0.000
H -7.58929 -7.23428 -7.35551  0.000

Forces on the atoms, in the same order (eV/Å):
Ti 0.171 -0.509 -0.396
Br -0.039 0.397 0.406
C 0.127 -0.729 -0.057
C -2.389 -0.183 -1.514
C 1.082 0.160 1.680
O -1.029 1.614 -1.944
C 1.281 -0.932 0.171
N 1.288 0.811 -0.968
H -0.652 0.339 -0.336
H -0.093 -1.045 0.183
H 0.739 0.894 0.039
H 0.356 0.489 0.203
H -0.405 -0.144 -0.033
H 0.307 -0.173 0.088
H 0.104 0.224 0.352
H -0.709 -0.127 0.721
H 0.388 -0.156 -0.180
H -0.197 0.061 0.293
H -0.319 -0.137 1.121
H -0.054 -0.876 0.176
C -1.515 -0.478 0.957
C 1.203 1.743 -0.547
C -1.753 -1.098 1.380
C 0.761 -1.888 -1.507
N 0.624 1.905 -2.010
C -0.714 -1.411 0.958
C -0.854 0.848 2.086
C 2.965 -0.767 -0.609
C -0.108 0.119 0.483
C 0.209 0.706 1.961
C -2.164 -0.301 -0.342
C 1.676 1.482 -0.369
H -0.011 0.307 -0.283
H 0.287 0.159 0.223
H -0.300 0.050 0.053
H -0.083 -0.341 -0.878
H 0.285 -0.024 0.569
H 1.121 0.279 0.452
H -0.242 0.269 -1.070
H -0.108 -0.282 0.146
H 0.609 -0.405 0.568
H 0.199 0.869 0.913
H -0.709 -0.613 -1.589
H -0.180 0.371 -0.056
H -0.244 -0.151 -0.348
H -0.424 0.386 -0.068
H 0.392 -0.841 0.716
H -0.316 0.097 -0.436
H -0.550 -0.113 -0.443
H -0.218 0.447 -0.326
H 0.010 -0.691 -0.659
H -0.340 -0.081 0.264
H 0.998 -0.493 -0.392
H -0.238 -0.037 0.341
H -0.277 0.250 -0.194
H 0.051 -0.251 0.052

---

Record 2
This record from OMol25 describes a structure of composition C15H36I2N3 at a distorted geometry. The level of theory is ωB97M-V/def2-TZVPD.

Calculated values
Total charge: -1
Orbital gap, eV: 5.9
E_LUMO, hartree: 0.0968
HOMO level, eV: -3.22
Largest force on an atom, eV/A: 2.07
2S+1: 1

Last column: Löwdin charge in e.
Atoms and positions in Å:
C -0.02052 -3.55024 0.06086  -0.201
C -1.26196 -2.70704 0.22845  -0.776
I -0.83731 -1.13528 1.72055  0.622
C -2.51166 -3.57896 0.46990  -0.966
N -2.94334 -3.98262 -0.73009  -0.108
I -4.06694 -2.42917 1.66169  0.383
H -0.19952 -4.36884 -0.62437  0.071
H 0.36412 -3.89640 1.01020  0.054
H 0.74500 -2.92508 -0.38663  0.046
H -1.42080 -2.17201 -0.69566  0.045
H -2.28373 -4.44020 1.08863  0.054
H -3.42502 -3.17880 -1.13723  -0.024
C 3.53533 -0.85181 -0.32646  -0.089
C 4.58042 0.02395 0.35090  -0.280
N 4.01700 0.89705 1.35969  -0.199
C 4.92475 1.93694 1.80020  -0.257
C 6.20942 1.51741 2.52736  -0.092
C 3.25122 0.23375 2.40329  -0.247
C 3.95502 -0.84433 3.23753  -0.080
H 2.72028 -0.24828 -0.72674  0.082
H 3.99125 -1.39634 -1.15548  0.071
H 3.11230 -1.59103 0.35445  0.061
H 5.04513 0.64892 -0.41786  0.114
H 5.37998 -0.62156 0.75152  0.099
H 4.37202 2.63634 2.43374  0.110
H 5.21138 2.51852 0.91687  0.106
H 6.01084 1.18225 3.54439  0.052
H 6.88482 2.37377 2.60010  0.065
H 6.74242 0.72684 1.99819  0.063
H 2.37590 -0.22223 1.93990  0.051
H 2.84222 0.99292 3.07434  0.116
H 4.52681 -1.53791 2.61876  0.065
H 3.20722 -1.43043 3.77493  0.072
H 4.62542 -0.41777 3.98398  0.050
C -2.02596 0.25062 -3.28535  -0.088
C -3.33822 0.98948 -3.06384  -0.282
N -3.92803 0.71311 -1.77315  -0.190
C -5.30248 1.15281 -1.65646  -0.250
C -5.59095 2.65864 -1.73912  -0.093
C -3.07789 0.97463 -0.62259  -0.273
C -2.52322 2.39481 -0.44723  -0.081
H -2.14977 -0.82028 -3.11792  0.077
H -1.68875 0.39552 -4.31399  0.067
H -1.23420 0.61432 -2.62887  0.066
H -4.04120 0.66198 -3.83603  0.114
H -3.17244 2.06825 -3.23158  0.097
H -5.71262 0.76288 -0.72144  0.113
H -5.87498 0.65516 -2.44732  0.107
H -5.28769 3.18155 -0.83303  0.052
H -6.66624 2.81868 -1.85480  0.064
H -5.09863 3.12718 -2.59271  0.061
H -2.23193 0.28809 -0.66419  0.048
H -3.61142 0.68607 0.28455  0.083
H -2.12341 2.80370 -1.37804  0.062
H -1.70578 2.37432 0.27669  0.064
H -3.27365 3.08616 -0.06350  0.051

Forces on the atoms, in the same order (eV/Å):
C 0.404 0.412 -0.071
C -0.548 -0.040 0.312
I 0.693 0.177 0.079
C 1.418 -0.645 -1.359
N -1.150 -0.259 -0.027
I -1.211 0.376 0.808
H -0.251 -0.257 -0.004
H 0.013 -0.304 0.251
H 0.323 0.082 -0.036
H -0.281 0.476 0.010
H 0.189 0.060 0.672
H 0.473 -0.007 -0.612
C 0.035 -0.073 -0.022
C -0.060 -0.178 -0.100
N 0.049 0.226 0.114
C 0.103 0.152 -0.089
C 0.038 0.122 0.089
C -0.229 -0.245 0.022
C -0.006 0.049 0.128
H -0.031 0.019 0.073
H 0.024 -0.004 0.013
H -0.042 0.024 -0.004
H 0.043 0.104 0.104
H 0.015 -0.016 -0.050
H -0.072 -0.090 0.045
H -0.003 -0.084 -0.057
H -0.005 -0.083 -0.021
H -0.009 0.004 -0.018
H -0.031 -0.025 -0.009
H -0.025 -0.006 -0.063
H 0.101 0.113 -0.056
H -0.007 0.012 -0.026
H -0.027 0.007 -0.031
H 0.076 -0.029 -0.046
C 0.072 0.018 -0.054
C 0.159 0.001 -0.048
N -0.173 0.071 0.080
C -0.229 -0.089 -0.063
C -0.112 0.020 0.064
C 0.243 -0.019 0.097
C 0.000 0.029 0.067
H -0.026 0.009 0.070
H -0.007 0.021 -0.001
H -0.009 -0.023 0.017
H -0.114 0.038 0.081
H 0.024 -0.010 -0.066
H 0.122 -0.008 0.053
H 0.078 0.004 -0.061
H 0.074 0.020 -0.028
H 0.002 -0.020 -0.009
H 0.036 -0.012 0.004
H -0.008 -0.025 -0.045
H -0.120 -0.078 -0.087
H -0.011 -0.012 -0.013
H -0.002 -0.047 0.001
H -0.008 0.041 -0.076